(a)
C19H24N2O4 as an isolated structure, computed with ωB97M-V/def2-TZVPD.

Results
Kohn-Sham gap ... 8.102 eV
LUMO energy ... 0.18 eV
2S+1 ... 1
E_HOMO ... -7.92 eV

Structure (XYZ):
```
49
C19H24N2O4 (ωB97M-V/def2-TZVPD)
C -1.3826 1.3984 6.4313
C -1.7960 2.2014 5.0450
H -2.7827 2.2322 4.8899
H -1.4474 3.2860 5.1799
O -1.4597 1.7492 3.9450
C -0.0755 1.8959 3.7589
O 0.5650 2.5865 4.4772
C 0.4416 1.3479 2.4632
C -0.1998 0.3171 1.8035
C 0.5615 -0.1307 0.6555
C 1.9411 0.7106 0.8210
N 1.7098 1.6368 1.8959
C 2.4127 2.5626 2.1454
H 2.3841 2.9523 3.0981
H 3.5430 2.1243 2.3292
H 2.6957 3.1214 1.5077
C 2.7519 0.6680 -0.1458
H 2.7649 -0.1001 -0.8238
H 3.0735 1.7455 -0.7577
H 3.8926 0.4867 0.4804
C 0.3699 -1.0091 -0.3681
O 1.3996 -1.8056 -0.7683
N -0.8040 -1.3388 -0.6802
H -1.5238 -0.7556 -0.2512
C -1.1710 -1.8905 -1.9173
C -1.2231 -1.3908 -3.2058
C -2.1447 -0.2139 -3.2993
C -1.6838 0.5771 -4.5134
C -1.0154 0.0395 -5.3469
C -0.3097 -1.1388 -5.3141
C -0.2952 -1.7579 -4.1821
O 0.2023 -2.8913 -4.0247
C 1.6965 -2.9925 -4.0021
H 1.8643 -2.4804 -3.0299
H 1.9279 -3.9969 -3.9764
H 2.2684 -2.4530 -4.8702
H 0.3603 -1.2542 -6.1900
H -0.8449 0.4466 -6.2745
H -2.3609 1.4542 -4.5583
H -2.4818 0.1102 -2.3768
H -2.3916 -2.6825 -1.6522
H -0.5271 -3.1379 -1.6524
C -1.5189 -0.4698 2.2875
H -1.6703 -0.5873 3.3278
H -1.4754 -1.3552 1.8071
H -2.4188 0.0510 1.7236
H -1.9534 1.8842 7.2590
H -0.4543 1.4149 6.4659
H -1.6428 0.5561 6.3153
```

---

(b)
One molecule with the formula C19H24N2O4, computed with ωB97M-V/def2-TZVPD.

Results
Kohn-Sham gap ... 9.625 eV
LUMO energy ... 0.77 eV
2S+1 ... 1
E_HOMO ... -8.86 eV

Structure (XYZ):
```
49
C19H24N2O4 (ωB97M-V/def2-TZVPD)
C -5.5835 -0.8179 -0.7931
O -4.3691 -0.2595 -1.2618
C -3.5079 0.2101 -0.2993
C -3.0474 1.5138 -0.4260
C -2.1561 2.0662 0.4827
C -1.6723 3.4721 0.2987
C -1.7469 1.2958 1.5620
C -2.1711 -0.0138 1.6882
C -3.0295 -0.5770 0.7560
O -3.3445 -1.9270 0.8787
C -2.7750 -2.7179 -0.1591
C -1.3191 -2.4137 -0.2890
C -0.2612 -2.6056 0.5550
C 0.7984 -1.9044 -0.0723
C 2.2175 -1.8277 0.3842
O 2.8963 -2.8354 0.4580
N 2.6613 -0.6030 0.7252
C 1.8642 0.6002 0.6731
C 1.9992 1.3539 -0.6510
C 3.4505 1.6363 -1.0397
C 4.2204 0.3618 -1.4011
C 4.9375 -0.3072 -0.2257
C 4.0672 -0.4478 1.0330
N 0.3869 -1.3676 -1.1935
O -0.9203 -1.6728 -1.3336
H -6.2052 -0.0443 -0.3293
H -5.4243 -1.6221 -0.0717
H -6.0900 -1.2084 -1.6742
H -3.4004 2.0923 -1.2661
H -0.9125 3.7215 1.0347
H -2.4996 4.1728 0.4047
H -1.2543 3.6005 -0.6980
H -1.0748 1.7114 2.2982
H -1.8275 -0.6315 2.5043
H -3.2614 -2.5203 -1.1225
H -2.9404 -3.7545 0.1420
H -0.2301 -3.1514 1.4732
H 2.1889 1.2437 1.4980
H 0.8136 0.3481 0.8377
H 1.4525 2.2945 -0.5584
H 1.5255 0.7598 -1.4344
H 3.9608 2.1677 -0.2335
H 3.4383 2.2978 -1.9084
H 4.9748 0.5945 -2.1554
H 3.5241 -0.3500 -1.8485
H 5.8298 0.2635 0.0391
H 5.2575 -1.2986 -0.5483
H 4.3863 -1.3297 1.5947
H 4.1732 0.4308 1.6724
```

---

(b) is favored, and the nearest alternative lies 0.6163 hartree above it.